[1]
57
Properties=species:S:1:pos:R:3:forces:R:3:nbo_charge:R:1 method="wB97M-V/def2-TZVPD" total_charge=-1 largest_force_ev_per_a=0.85 e_above_lowest_kcal_mol=65.5 spin_multiplicity=2
Ru -0.299 0.861 0.226 0.440 0.423 0.056 1.002
N -1.366 4.005 3.059 -0.005 0.034 0.004 -0.805
C -1.214 2.902 2.253 -0.063 -0.116 0.119 0.264
S -0.335 3.106 0.789 0.100 0.008 -0.075 -0.024
N -1.707 1.791 2.716 -0.063 0.176 -0.159 -0.456
N -1.555 0.697 1.866 0.099 -0.239 0.117 -0.170
C -2.003 -0.375 2.410 0.083 0.056 -0.026 0.096
C -2.016 -1.730 1.859 -0.265 -0.111 -0.017 0.056
C -1.543 -2.792 2.617 -0.275 -0.110 0.048 -0.143
C -1.548 -4.081 2.125 -0.448 0.078 0.234 -0.227
C -2.068 -4.286 0.854 -0.556 0.007 0.232 -0.210
C -2.576 -3.233 0.137 -0.140 0.010 0.164 -0.056
N -2.567 -1.963 0.631 -0.130 -0.116 0.324 0.129
H -1.240 4.893 2.604 -0.008 -0.003 -0.004 0.390
H -2.135 3.950 3.707 0.008 -0.005 0.000 0.388
H -2.348 -0.275 3.436 -0.099 0.033 -0.027 0.196
H -1.108 -2.565 3.580 -0.009 -0.008 -0.010 0.228
H -1.127 -4.895 2.695 0.005 0.038 -0.023 0.223
H -2.079 -5.270 0.404 -0.052 0.070 0.040 0.232
H -3.006 -3.299 -0.850 -0.012 0.007 0.001 0.235
O 0.718 -0.695 -2.780 0.002 -0.091 0.017 -0.971
S 1.349 0.587 -2.611 0.047 0.223 -0.035 2.427
O 2.741 0.681 -2.993 0.004 0.001 0.007 -0.995
O 1.194 1.156 -1.228 -0.004 -0.166 0.003 -0.983
C 0.448 1.731 -3.646 0.002 -0.058 0.022 -0.373
C 1.180 2.558 -4.483 0.014 0.014 -0.029 -0.189
C 0.528 3.455 -5.320 -0.004 -0.020 0.017 -0.229
C -0.857 3.515 -5.318 -0.006 -0.013 0.014 -0.211
C -1.587 2.680 -4.480 0.004 0.041 0.010 -0.243
C -0.945 1.793 -3.633 0.001 0.019 -0.041 -0.146
S -2.022 0.763 -2.541 0.017 -0.151 -0.061 1.558
O -3.370 1.241 -2.901 0.049 0.001 -0.004 -0.996
O -3.084 -1.027 -0.034 -0.066 0.321 -0.291 -0.513
O -1.618 1.445 -1.199 -0.203 -0.321 0.429 -0.944
H 2.258 2.481 -4.471 -0.003 0.003 -0.002 0.237
H 1.103 4.099 -5.974 0.005 -0.002 0.005 0.201
H -1.372 4.210 -5.970 -0.005 -0.005 0.003 0.200
H -2.669 2.706 -4.450 -0.004 -0.009 -0.004 0.248
Cl 0.646 -4.987 0.273 0.764 -0.135 -0.336 -0.088
C 0.454 -3.370 -0.467 0.262 -0.013 -0.221 -0.474
C 0.452 -2.218 0.541 0.111 0.226 -0.020 0.780
O 0.825 -2.354 1.700 0.563 0.108 -0.229 -0.700
O 0.024 -1.165 -0.036 -0.294 -0.190 -0.289 -0.723
H -0.466 -3.365 -1.042 0.182 0.016 0.004 0.238
H 1.280 -3.218 -1.158 0.036 -0.015 0.001 0.248
C 4.571 -0.698 2.075 -0.006 -0.012 0.002 -0.396
N 3.265 -0.080 2.156 0.036 0.021 -0.018 -0.325
C 2.618 0.331 3.300 -0.024 -0.008 0.018 -0.096
C 1.399 0.779 2.904 -0.019 -0.046 0.006 -0.051
N 1.299 0.639 1.543 -0.044 -0.002 0.016 -0.430
C 2.435 0.123 1.126 -0.010 -0.012 0.010 0.254
H 5.325 -0.052 2.524 -0.002 -0.004 0.003 0.202
H 4.817 -0.852 1.027 0.002 0.003 0.000 0.225
H 4.562 -1.662 2.581 0.003 -0.001 -0.001 0.212
H 3.075 0.259 4.271 0.004 0.007 0.000 0.214
H 0.591 1.174 3.494 -0.016 0.031 0.002 0.234
H 2.670 -0.106 0.100 -0.011 0.010 -0.006 0.250

---

[2]
58
Properties=species:S:1:pos:R:3:forces:R:3:nbo_charge:R:1 method="wB97M-V/def2-TZVPD" largest_force_ev_per_a=1.22 e_above_lowest_kcal_mol=7.3
Pt -0.493 0.088 -0.698 0.324 0.722 0.922 1.016
N 1.197 -0.015 1.829 -0.105 -0.009 0.005 -0.628
N 1.436 -1.363 1.547 -0.002 -0.028 0.042 -0.397
C 1.350 -1.988 0.366 -0.105 -0.123 -0.043 0.668
N 1.598 -3.298 0.387 -0.080 -0.076 -0.009 -0.765
N 1.073 -1.256 -0.742 0.105 0.077 0.140 -0.507
N 1.251 -1.860 -1.991 0.129 0.004 0.177 0.641
O 0.738 -1.290 -2.913 -0.092 0.129 -0.217 -0.342
O 1.938 -2.867 -2.090 0.026 -0.018 -0.043 -0.442
H 0.188 0.130 1.805 0.012 0.033 -0.087 0.380
H 1.596 0.545 1.081 0.058 -0.037 0.076 0.374
H 1.452 -1.944 2.370 0.102 0.045 -0.045 0.392
H 1.532 -3.789 1.262 0.024 0.010 -0.002 0.404
H 1.557 -3.815 -0.477 0.016 0.052 0.066 0.445
C -0.805 7.171 1.779 0.006 -0.009 0.000 -0.624
C -0.912 6.991 0.270 0.008 -0.002 0.011 -0.025
C -0.119 8.015 -0.528 0.021 -0.008 0.001 -0.404
C 1.374 7.857 -0.274 -0.004 -0.032 -0.006 -0.430
C 1.802 6.430 -0.501 -0.025 0.062 -0.001 -0.030
C 3.107 6.122 -0.804 0.015 -0.004 0.000 -0.232
C 3.484 4.800 -1.026 0.033 0.033 -0.004 0.392
F 4.774 4.551 -1.312 -0.019 0.009 0.001 -0.315
C 2.591 3.772 -0.979 -0.039 -0.038 -0.014 -0.233
C 1.252 4.059 -0.676 0.031 -0.127 -0.040 -0.142
C 0.281 2.962 -0.637 0.220 0.081 0.064 0.512
O 0.722 1.803 -0.874 -0.159 -0.293 -0.733 -0.676
C -1.044 3.306 -0.282 -0.070 0.039 0.116 -0.329
C -1.332 4.623 -0.028 0.015 0.018 0.036 0.163
N -0.465 5.633 -0.106 0.039 0.001 -0.032 -0.351
C 0.864 5.379 -0.426 -0.076 0.036 0.042 0.225
C -2.228 2.367 -0.163 0.102 0.060 -0.379 0.786
O -3.239 2.778 0.374 -0.062 0.016 0.024 -0.639
O -2.129 1.225 -0.761 -0.163 -0.166 0.287 -0.727
H -1.097 8.184 2.058 -0.007 0.005 0.001 0.223
H 0.213 6.995 2.127 0.007 0.007 0.002 0.214
H -1.461 6.471 2.295 0.002 -0.006 0.003 0.228
H -1.960 7.048 -0.026 -0.005 -0.001 -0.004 0.220
H -0.457 9.014 -0.252 0.001 0.005 -0.004 0.227
H -0.329 7.878 -1.591 -0.003 0.003 -0.002 0.219
H 1.615 8.156 0.750 0.005 0.000 0.008 0.222
H 1.945 8.514 -0.930 0.000 0.003 -0.001 0.232
H 3.854 6.902 -0.881 0.004 0.003 0.003 0.233
H 2.890 2.754 -1.177 0.000 -0.005 -0.011 0.259
H -2.346 4.870 0.261 -0.010 -0.009 0.005 0.251
C -3.752 -1.189 0.355 -0.026 0.019 -0.029 -0.657
C -2.470 -2.015 0.342 0.128 -0.104 -0.070 0.111
O -1.305 -1.295 0.493 -0.370 -0.366 -0.290 -0.819
C -2.413 -2.834 -0.971 0.026 0.070 0.073 0.952
F -3.439 -3.686 -1.107 -0.063 -0.071 -0.003 -0.322
F -2.436 -2.014 -2.028 -0.020 0.038 -0.055 -0.316
F -1.280 -3.559 -1.070 0.078 -0.028 -0.002 -0.337
C -2.472 -2.968 1.560 -0.022 0.053 -0.062 0.963
F -2.521 -2.259 2.697 -0.004 0.024 0.052 -0.323
F -3.514 -3.810 1.571 -0.062 -0.036 0.018 -0.321
F -1.356 -3.722 1.630 0.058 -0.053 -0.006 -0.337
H -3.723 -0.472 -0.461 -0.001 -0.014 0.009 0.261
H -3.806 -0.632 1.287 0.011 0.008 -0.005 0.235
H -4.631 -1.826 0.260 -0.012 -0.003 0.015 0.223

---

[3]
44
Properties=species:S:1:pos:R:3:forces:R:3:nbo_charge:R:1 method="wB97M-V/def2-TZVPD" largest_force_ev_per_a=0.75 e_above_lowest_kcal_mol=20.5
C 4.956 -1.487 1.936 -0.243 0.029 0.046 -0.617
C 3.515 -1.168 2.324 0.317 0.033 0.299 -0.229
N 2.696 -0.878 1.158 0.034 0.267 0.184 -0.403
C 2.511 0.472 0.872 0.015 -0.137 0.119 0.638
O 2.998 1.331 1.588 0.086 0.211 0.007 -0.624
C 1.717 0.777 -0.295 -0.220 -0.095 -0.374 -0.338
C 1.183 -0.185 -1.077 0.033 0.745 -0.026 -0.081
S 0.219 0.153 -2.516 0.031 0.052 -0.170 0.273
C 0.274 1.958 -2.668 0.148 -0.336 0.144 -0.628
C -0.429 2.752 -1.569 0.039 -0.345 -0.137 0.664
O -0.148 3.916 -1.377 0.139 0.393 0.024 -0.624
N -1.352 2.073 -0.875 -0.422 -0.154 0.189 -0.625
C -2.179 2.692 0.128 0.301 0.308 0.071 -0.258
C -3.535 2.041 0.161 -0.142 0.055 0.060 0.212
C -4.585 2.598 0.885 -0.008 -0.136 -0.072 -0.245
C -5.805 1.945 0.889 0.115 -0.007 -0.037 -0.157
C -5.937 0.762 0.176 0.063 0.028 -0.006 -0.266
C -4.831 0.289 -0.510 -0.386 -0.165 0.036 0.053
N -3.663 0.909 -0.517 0.341 0.053 -0.045 -0.460
C 1.393 -1.571 -0.754 0.140 -0.333 0.191 -0.144
C 0.855 -2.602 -1.530 0.082 0.032 0.121 -0.154
C 1.073 -3.921 -1.212 -0.057 -0.073 -0.075 -0.242
C 1.845 -4.232 -0.098 -0.031 0.079 -0.046 -0.192
C 2.387 -3.237 0.683 0.068 -0.005 0.124 -0.210
C 2.174 -1.883 0.383 -0.367 -0.287 -0.505 0.202
H 5.396 -0.630 1.432 0.057 0.069 -0.037 0.222
H 5.538 -1.701 2.828 0.105 -0.041 0.067 0.215
H 5.006 -2.345 1.268 0.057 -0.076 -0.044 0.205
H 3.503 -0.261 2.933 -0.074 -0.267 -0.076 0.254
H 3.064 -1.980 2.897 -0.021 0.073 -0.058 0.195
H 1.591 1.831 -0.479 0.018 0.084 -0.012 0.240
H 1.310 2.287 -2.755 -0.122 0.105 0.054 0.253
H -0.230 2.164 -3.614 0.053 -0.005 0.030 0.260
H -1.638 1.137 -1.138 0.161 0.086 -0.087 0.439
H -1.709 2.594 1.118 -0.089 0.099 -0.090 0.214
H -2.259 3.762 -0.092 -0.010 -0.133 0.090 0.237
H -4.442 3.521 1.425 0.019 0.107 0.053 0.221
H -6.642 2.352 1.437 -0.054 0.032 0.037 0.219
H -6.871 0.225 0.152 -0.067 -0.064 -0.019 0.222
H -4.871 -0.628 -1.083 -0.113 -0.081 -0.008 0.195
H 0.261 -2.340 -2.392 -0.052 -0.086 -0.079 0.221
H 0.653 -4.706 -1.820 -0.043 -0.063 -0.063 0.217
H 2.027 -5.265 0.160 0.025 -0.073 0.039 0.216
H 2.981 -3.521 1.535 0.073 0.028 0.080 0.210

---

[4]
44
Properties=species:S:1:pos:R:3:forces:R:3:nbo_charge:R:1 method="wB97M-V/def2-TZVPD" largest_force_ev_per_a=0.67 e_above_lowest_kcal_mol=47.5
C 2.966 4.634 1.172 -0.014 -0.323 -0.268 -0.634
C 3.223 3.957 -0.167 -0.062 0.641 -0.004 -0.073
O 2.956 2.558 -0.106 -0.034 -0.330 0.066 -0.504
C 1.681 2.175 -0.251 -0.169 0.146 -0.117 0.798
O 0.783 2.978 -0.462 0.168 0.019 0.046 -0.655
C 1.503 0.730 -0.143 -0.223 -0.256 0.071 -0.330
C 2.621 -0.099 0.084 -0.048 -0.117 -0.076 0.132
N 2.590 -1.394 0.107 0.492 0.098 0.172 -0.500
C 1.392 -2.024 0.044 -0.421 0.263 -0.104 0.175
C 1.348 -3.439 0.166 -0.481 -0.307 0.005 0.295
O 2.410 -4.275 0.235 -0.403 0.064 0.085 -0.491
C 3.734 -3.814 0.083 0.669 -0.031 -0.017 -0.237
C 0.118 -4.072 0.258 0.465 0.106 -0.015 -0.234
C -1.065 -3.346 0.262 -0.094 0.255 -0.060 -0.205
C -1.049 -1.985 0.086 -0.190 -0.070 0.013 -0.220
C 0.167 -1.304 -0.085 0.228 -0.413 0.012 -0.150
C 0.247 0.112 -0.326 0.464 0.339 0.005 0.329
N -0.802 0.863 -0.710 -0.044 0.410 0.082 -0.583
C -1.990 0.457 -1.413 -0.233 -0.182 -0.106 -0.238
C -3.235 0.426 -0.557 -0.175 0.001 0.020 -0.087
C -4.394 -0.189 -1.020 0.092 0.130 0.160 -0.168
C -5.525 -0.186 -0.222 0.083 0.014 -0.043 -0.249
C -5.453 0.437 1.016 -0.232 -0.143 -0.116 0.029
N -4.358 1.023 1.466 -0.131 0.224 0.512 -0.405
C -3.282 1.018 0.701 0.286 -0.083 -0.366 0.029
H 3.246 5.682 1.110 0.033 0.124 0.023 0.217
H 1.912 4.565 1.427 -0.052 0.042 0.038 0.223
H 3.551 4.154 1.954 0.064 0.014 0.084 0.211
H 4.275 4.030 -0.449 -0.145 -0.026 -0.005 0.190
H 2.595 4.407 -0.944 0.196 -0.081 0.083 0.199
H 3.595 0.353 0.207 0.037 0.119 -0.010 0.204
H 3.869 -3.282 -0.861 0.034 -0.067 0.101 0.185
H 4.026 -3.155 0.902 0.022 -0.126 -0.150 0.195
H 4.348 -4.716 0.092 -0.049 0.020 -0.021 0.180
H 0.110 -5.145 0.368 0.028 -0.120 0.025 0.224
H -2.003 -3.860 0.406 -0.085 -0.028 0.027 0.216
H -1.974 -1.437 0.151 -0.073 0.005 -0.051 0.218
H -0.586 1.860 -0.735 0.036 -0.204 -0.026 0.443
H -2.159 1.178 -2.224 0.109 -0.149 0.063 0.219
H -1.834 -0.524 -1.875 -0.037 0.172 0.013 0.223
H -4.403 -0.666 -1.990 -0.012 -0.061 -0.095 0.213
H -6.438 -0.657 -0.552 -0.090 -0.036 -0.001 0.220
H -6.307 0.468 1.679 -0.128 -0.051 -0.009 0.193
H -2.409 1.505 1.116 0.119 -0.001 -0.047 0.203